Record 1
The following is a quantum chemistry calculation of 17 unconnected molecules or ions with the total composition C4H35F3NO21S2, from the OMol25 dataset.

Calculated values
- Frontier orbital gap: 8.26 eV
- Net charge: -1
- LUMO energy: 1.707 eV
- Energy above the lowest of the compared OMol25 structures with the same formula, charge and spin: 4.4329 eV

Last column: Löwdin charge in e.
Cartesian coordinates (Å):
C (2.14667, -1.41512, 2.29668)  0.09
C (1.88959, -1.18537, 1.01501)  -0.16
S (1.44512, -0.75588, -0.72287)  0.60
O (1.24810, -2.07531, -1.46513)  -0.40
O (2.58338, 0.07758, -1.26919)  -0.37
N (-0.00676, 0.14765, -0.89217)  -0.30
S (-0.15194, 1.36991, 0.29538)  0.67
O (-1.18131, 2.37349, -0.24688)  -0.41
O (1.12632, 2.18948, 0.50648)  -0.39
C (-0.86599, 0.77468, 1.92492)  -0.19
O (-1.06059, -0.66273, 2.01426)  -0.06
C (-2.12712, -1.12935, 1.20336)  -0.39
F (-2.99318, -1.91831, 2.07608)  0.03
F (-1.63541, -2.07595, 0.23917)  0.09
F (-2.95646, -0.12193, 0.64440)  0.10
H (2.70421, -1.43149, 3.30713)  0.06
H (-1.79066, 1.40085, 2.22571)  0.14
H (-0.06057, 1.03612, 2.72170)  0.14
O (1.78530, 4.97370, -0.19622)  -0.07
H (1.90512, 5.07424, -1.14902)  0.00
H (1.71820, 4.01454, -0.06872)  -0.01
O (-4.46167, 0.97054, -1.84629)  -0.05
H (-3.80544, 1.39575, -2.41355)  0.05
H (-3.93177, 0.46948, -1.21319)  0.00
O (5.11918, -1.87900, 0.83843)  -0.07
H (4.73366, -1.42130, 0.07916)  0.01
H (5.43487, -2.71677, 0.47280)  0.01
O (1.43466, 6.61141, -3.09402)  -0.06
H (1.44527, 7.33149, -3.73566)  0.04
H (0.74864, 6.86927, -2.46576)  0.05
O (-3.00804, -4.80875, -0.80453)  -0.06
H (-3.17621, -4.23048, -1.55963)  0.02
H (-2.65923, -4.21393, -0.12861)  0.01
O (-3.94536, -2.32149, -1.23670)  -0.08
H (-4.15202, -1.41696, -0.97353)  0.01
H (-4.33665, -2.86275, -0.53830)  0.04
O (4.30160, 0.03434, 4.64040)  -0.07
H (4.96983, 0.45504, 4.08378)  0.05
H (4.81608, -0.46425, 5.28761)  0.03
O (3.54393, 4.83902, -4.04011)  -0.07
H (4.32921, 5.35074, -4.26939)  0.03
H (2.93788, 5.49417, -3.66319)  -0.02
O (-3.71834, -4.44758, 3.49786)  -0.05
H (-3.41172, -3.54007, 3.36805)  0.01
H (-4.28617, -4.61317, 2.73330)  0.05
O (4.80521, -1.99762, -2.59918)  -0.05
H (4.85074, -1.73161, -3.52602)  0.06
H (3.86902, -1.90460, -2.37457)  0.03
O (0.57175, 2.40909, -2.78798)  -0.07
H (1.35523, 2.92467, -3.02075)  0.03
H (-0.03398, 3.06027, -2.40925)  0.02
O (-6.39744, -2.09690, -1.00112)  -0.07
H (-7.30754, -1.88693, -1.24749)  0.05
H (-5.96105, -2.27669, -1.84456)  0.04
O (6.57308, -3.63405, -1.32091)  -0.08
H (6.17574, -3.17314, -2.07931)  0.00
H (6.87831, -4.47235, -1.68909)  0.03
O (-6.33213, -6.14481, 4.33232)  -0.06
H (-5.54356, -5.63490, 4.10265)  0.00
H (-6.93482, -5.48807, 4.70250)  0.03
O (1.32111, 9.15048, -2.25763)  -0.05
H (0.89387, 9.81075, -1.69683)  0.05
H (2.15609, 9.56419, -2.51111)  0.05
O (-0.81740, -2.55632, 3.93333)  -0.05
H (-1.29431, -3.11964, 4.55669)  0.04
H (-1.47217, -2.34738, 3.25926)  -0.02

=====

Record 2
The following is a quantum chemistry calculation of 14 unconnected molecules or ions with the total composition C4H35N2O15, from the OMol25 dataset.

Calculated values
- Frontier orbital gap: 7.40 eV
- Net charge: -1
- LUMO energy: 1.998 eV
- Energy above the lowest of the compared OMol25 structures with the same formula, charge and spin: 2.7385 eV

Last column: Löwdin charge in e.
Cartesian coordinates (Å):
O (1.45001, 1.44016, 0.40600)  0.01
C (0.75271, 1.02596, 1.31680)  -0.43
N (1.34784, 1.08024, 2.58079)  0.01
C (0.76119, 0.81452, 3.89627)  -0.09
C (-0.59112, 0.35482, 1.16212)  -0.18
N (-0.93306, 0.34501, -0.23820)  0.01
C (-1.98889, -0.66267, -0.43619)  -0.43
O (-3.24822, -0.21636, -0.26210)  -0.24
H (2.28629, 1.44627, 2.71159)  0.13
H (0.94151, -0.17120, 4.32317)  0.07
H (-0.31949, 0.86927, 3.95758)  0.06
H (1.26444, 1.63948, 4.45801)  0.09
H (-0.55770, -0.62046, 1.63760)  0.08
H (-1.24246, 0.96198, 1.93094)  0.15
H (-1.28585, 1.23106, -0.55673)  0.09
H (-1.75215, -1.58993, 0.12079)  0.10
H (-1.91648, -1.14055, -1.47063)  0.10
H (-2.16787, 3.33787, 0.54795)  -0.01
H (-0.71103, 3.67314, 0.23642)  0.00
O (-1.29613, 3.38844, 0.97259)  -0.09
H (-1.98299, -0.74466, 4.02738)  0.04
H (-2.45953, -1.32206, 2.58343)  0.00
O (-1.72538, -0.99415, 3.13971)  -0.11
H (-4.64754, -1.95007, 1.45068)  0.01
H (-3.70324, -0.82153, 0.85371)  0.00
O (-4.05758, -1.28585, 1.81931)  -0.21
H (0.67773, 0.88464, -3.11228)  0.00
H (-0.79047, 0.51792, -3.18540)  0.05
O (0.01556, 0.46342, -3.71799)  -0.08
H (2.32945, -2.55627, -1.85634)  0.02
H (3.41914, -2.06827, -0.78710)  0.01
O (3.12242, -2.02692, -1.70609)  -0.05
H (-4.03334, 2.50935, -1.10973)  0.04
H (-3.55513, 1.49940, -0.01634)  0.02
O (-3.53939, 2.44563, -0.29189)  -0.08
H (3.12114, -1.15425, 1.27578)  0.04
H (2.54651, -2.52032, 1.71914)  0.00
O (3.11572, -2.09005, 1.05731)  -0.05
H (0.61973, -3.77455, -1.98374)  0.00
H (0.62883, -4.51420, -0.47322)  0.03
O (0.74215, -4.53751, -1.42177)  -0.04
H (0.84735, -2.82753, 2.57436)  0.05
H (0.89644, -4.34385, 2.63191)  0.06
O (1.46719, -3.56788, 2.62730)  -0.04
H (0.85084, 3.83451, -1.55912)  -0.06
H (1.13925, 3.58182, -0.06582)  0.01
O (0.78632, 4.24156, -0.67172)  -0.09
H (0.66277, -1.31735, -3.78761)  0.00
H (0.10770, -2.76355, -3.71169)  0.00
O (0.49108, -2.12163, -4.30920)  -0.06
H (0.61446, 2.84241, -3.31651)  0.07
H (1.75682, 2.22522, -2.52401)  0.04
O (1.29329, 3.07762, -2.67343)  -0.02
H (2.50801, -0.36113, -2.17212)  0.03
H (1.71134, 0.67113, -1.21430)  0.02
O (2.10595, 0.52970, -2.09373)  -0.09

=====

Record 3
The following is a quantum chemistry calculation of 14 unconnected molecules or ions with the total composition C4H35NO16, from the OMol25 dataset.

Calculated values
- Frontier orbital gap: 9.92 eV
- LUMO energy: -0.074 eV
- Energy above the lowest of the compared OMol25 structures with the same formula, charge and spin: 3.0644 eV

Last column: Löwdin charge in e.
Cartesian coordinates (Å):
C (-0.38451, -1.26395, -1.33990)  -0.16
C (0.10843, 0.18444, -0.98309)  -0.08
C (-0.85267, 1.17061, -1.77332)  -0.21
O (-1.06438, 2.27920, -0.90231)  -0.10
N (0.71214, -2.06248, -1.87164)  0.06
C (1.69780, -2.60178, -1.05520)  -0.59
O (1.28482, -2.99151, 0.17778)  0.12
O (2.83836, -2.72412, -1.39488)  0.09
H (-1.17545, -1.23098, -2.11848)  0.12
H (-0.86006, -1.77960, -0.50694)  0.09
H (-0.07366, 0.49934, 0.04300)  0.09
H (1.12988, 0.16746, -1.35532)  0.11
H (-0.43862, 1.39049, -2.73947)  0.09
H (-1.79780, 0.66177, -1.95691)  0.10
H (-1.54217, 2.95877, -1.39598)  0.09
H (1.12930, -1.60705, -2.67126)  0.14
H (0.36291, -2.80601, 0.40300)  0.05
H (-1.39162, -2.35577, 1.66127)  -0.01
H (-2.09081, -3.83854, 1.66301)  0.05
O (-1.35414, -3.28962, 1.39576)  -0.07
H (4.55046, -1.60050, 0.42510)  0.05
H (4.87840, -1.48978, -1.01152)  0.05
O (5.19399, -1.16826, -0.15490)  -0.05
H (3.38878, -1.28170, 4.46354)  0.06
H (4.18725, -0.29253, 3.48263)  0.05
O (3.34720, -0.51709, 3.88675)  -0.04
H (-4.41034, 2.06386, 2.94172)  0.04
H (-3.95553, 1.14922, 1.91352)  0.02
O (-4.41155, 1.11388, 2.76942)  -0.06
H (-4.79942, 1.95395, -1.86733)  0.03
H (-4.89874, 0.55118, -2.34573)  0.03
O (-4.81614, 1.05130, -1.52297)  -0.06
H (-2.31170, 3.71990, 0.73870)  0.02
H (-3.34201, 4.76922, 0.44829)  0.05
O (-2.91837, 4.00467, 0.04229)  -0.05
H (1.56252, 2.28954, -4.41417)  0.03
H (0.89883, 1.05083, -3.91237)  -0.02
O (1.12336, 1.48446, -4.73827)  -0.07
H (-0.95996, 1.98859, 1.03310)  0.00
H (-0.44166, 1.65352, 2.43071)  0.02
O (-1.25979, 1.81720, 1.93405)  -0.06
H (-1.78685, -0.07949, 2.12931)  0.02
H (-2.84372, -0.85132, 2.91366)  0.07
O (-2.26225, -0.92122, 2.14679)  -0.05
H (1.76636, 0.08786, 2.75223)  0.02
H (1.57274, 1.27369, 3.74822)  0.05
O (1.33919, 0.93794, 2.88104)  -0.05
H (-3.58911, -2.46886, 0.70845)  -0.01
H (-4.59895, -2.39076, -0.40297)  0.03
O (-4.27177, -2.99636, 0.27191)  -0.06
H (4.76131, 0.49562, 0.30670)  -0.02
H (4.79283, 1.83454, 1.07939)  0.02
O (4.50423, 1.44388, 0.24937)  -0.08
H (1.67320, 2.54632, -1.66097)  0.04
H (3.05628, 2.86892, -1.86510)  0.05
O (2.32229, 2.50447, -2.38326)  -0.05